(1)
C10H15BF2MnNO10 | the ωB97M-V functional and the def2-TZVPD basis

Spin multiplicity ... 6
HOMO-LUMO gap (spin up / spin down) ... 7.1 / 8.5 eV
HOMO level (spin up / spin down) ... -5.008 / -6.389 eV
Lowest unoccupied orbital energy (spin up / spin down) ... 2.098 / 2.085 eV
Charge ... -1

CARTESIAN COORDINATES (ANGSTROEM)
Mn (0.110, -1.877, -0.389)
F (-0.054, -3.442, 0.945)
F (2.071, -2.313, -1.020)
O (3.352, 5.033, 2.476)
O (2.993, 1.773, 3.842)
O (4.987, 2.904, 4.039)
O (0.569, 1.626, 3.759)
O (0.888, -0.769, 1.236)
O (-1.452, -0.667, 0.198)
O (1.799, 3.480, 2.602)
O (-0.950, -0.175, 3.669)
O (1.804, 1.141, 1.876)
O (0.309, -0.260, -1.799)
N (-1.337, -2.512, -1.836)
C (3.803, 2.855, 3.633)
C (1.022, 0.133, 2.061)
C (-0.668, -2.013, -2.994)
C (-1.858, 0.675, -0.052)
C (2.970, 3.927, 2.872)
C (-2.546, -1.476, -0.148)
C (0.078, 0.415, 3.292)
C (-2.610, -2.009, -1.566)
C (-0.348, -0.517, -2.946)
C (1.051, 0.956, -1.855)
B (1.767, 2.056, 3.051)
H (-1.068, 1.341, 0.293)
H (-1.756, 0.908, -1.112)
H (0.303, -0.285, -3.789)
H (-2.856, 1.002, 0.241)
H (2.022, 0.719, -2.291)
H (0.350, -2.374, -3.147)
H (-2.440, -2.360, 0.481)
H (-3.280, -2.857, -1.419)
H (0.568, 1.798, -2.351)
H (-3.519, -1.119, 0.189)
H (-1.579, -3.446, -2.134)
H (-1.303, -2.306, -3.830)
H (-3.020, -1.207, -2.180)
H (-1.333, -0.066, -3.068)
H (1.157, 1.307, -0.828)

Atomic partial charges in e from the Löwdin method, atoms 1 to 5:
1. Mn 0.8383
2. F -0.5845
3. F -0.5852
4. O 0.0985
5. O 0.2076

---

(2)
C10H15BF3I2LuN9O4 | the ωB97M-V functional and the def2-TZVPD basis

Spin multiplicity ... 1
HOMO-LUMO gap ... 7.4 eV
HOMO level ... -11.609 eV
Lowest unoccupied orbital energy ... -4.254 eV
Charge ... +1

CARTESIAN COORDINATES (ANGSTROEM)
Lu (0.308, -0.105, 0.243)
I (1.273, -0.697, -5.569)
I (-0.647, -1.321, -2.620)
F (3.826, -1.223, 2.237)
F (1.664, -1.169, 2.440)
F (2.659, 0.322, 1.242)
O (3.358, -2.174, -0.434)
O (-1.074, 0.572, 3.778)
O (0.143, 0.957, 2.043)
O (1.171, -1.952, 0.090)
N (-2.287, -1.836, 3.786)
N (-1.489, 1.021, -0.341)
N (-1.770, -2.627, 0.337)
N (-0.668, 0.249, 2.679)
N (1.564, 0.996, -1.201)
N (-2.209, -2.721, 1.659)
N (1.071, 2.176, -1.650)
N (-1.015, -0.855, 2.027)
N (-1.044, 2.282, -0.107)
C (2.630, 0.704, -1.971)
C (-1.855, -1.776, 2.541)
C (2.827, 1.699, -2.910)
C (-1.880, 2.909, 0.721)
C (2.437, -1.840, 0.260)
C (-2.630, 0.882, 0.363)
C (-2.920, 2.050, 1.051)
C (1.806, 2.608, -2.672)
C (2.724, -1.010, 1.586)
C (1.017, -1.933, -3.868)
B (0.024, 3.091, -0.944)
H (-0.571, 3.676, -1.804)
H (3.207, -0.195, -1.818)
H (1.581, 3.536, -3.170)
H (1.904, -1.914, -3.246)
H (0.778, -2.932, -4.207)
H (3.598, 1.754, -3.657)
H (-2.040, -1.081, 4.407)
H (-2.562, -2.653, -0.292)
H (-1.712, 3.933, 1.011)
H (-1.136, -3.384, 0.110)
H (0.584, 3.811, -0.165)
H (-3.760, 2.258, 1.690)
H (-2.736, -3.523, 1.970)
H (-2.943, -2.537, 4.086)
H (-3.206, -0.027, 0.289)

Atomic partial charges in e from the Löwdin method, atoms 1 to 5:
1. Lu 1.5642
2. I 0.7625
3. I 0.8722
4. F 0.2388
5. F 0.0937

---

(3)
C10H15BO | the ωB97M-V functional and the def2-TZVPD basis

Spin multiplicity ... 1
HOMO-LUMO gap ... 9.7 eV
HOMO level ... -9.314 eV
Lowest unoccupied orbital energy ... 0.382 eV

CARTESIAN COORDINATES (ANGSTROEM)
O (-2.290, -0.815, 0.686)
C (0.512, -0.356, -3.861)
C (-0.563, 1.591, 1.925)
C (-0.765, 0.123, -3.427)
C (0.998, -0.954, -1.603)
C (-0.218, -0.734, 2.792)
C (-1.041, 0.241, -2.084)
C (1.404, -0.800, -2.921)
C (0.136, 0.191, 1.655)
C (-0.239, -0.439, -1.142)
C (1.571, 0.432, 1.488)
B (-0.703, -0.265, 0.317)
H (0.110, 2.434, 2.287)
H (-2.004, 0.476, -1.827)
H (-1.606, 0.213, -4.180)
H (0.102, -1.769, 2.775)
H (-1.304, -0.582, 2.900)
H (2.039, -0.424, 1.391)
H (-2.473, -0.232, 1.492)
H (2.372, -1.310, -3.161)
H (0.717, -0.610, -4.871)
H (-0.948, 1.931, 0.910)
H (1.740, -1.573, -0.969)
H (-1.483, 1.535, 2.494)
H (1.791, 1.043, 0.712)
H (1.972, 0.920, 2.479)
H (0.174, -0.266, 3.741)

Atomic partial charges in e from the Löwdin method, atoms 1 to 5:
1. O -0.0893
2. C -0.0774
3. C -0.0390
4. C -0.0615
5. C -0.0529

---

(4)
C10H15BO2 | the ωB97M-V functional and the def2-TZVPD basis

Spin multiplicity ... 1
HOMO-LUMO gap ... 8.7 eV
HOMO level ... -8.278 eV
Lowest unoccupied orbital energy ... 0.467 eV

CARTESIAN COORDINATES (ANGSTROEM)
O (0.888, -2.644, -2.186)
O (0.208, -0.466, -3.060)
C (0.303, 1.518, 0.459)
C (-0.756, 1.682, 2.525)
C (0.580, -2.593, 0.099)
C (-1.909, -0.509, -1.434)
C (0.189, 1.324, -1.027)
C (-0.878, 1.566, 1.203)
C (1.543, 1.414, 1.034)
C (0.364, -2.011, -1.222)
C (0.563, 1.648, 3.175)
C (1.715, 1.439, 2.365)
B (-0.315, -0.394, -1.545)
H (0.613, 1.589, 4.222)
H (-2.332, 0.476, -1.945)
H (2.395, 1.528, 0.406)
H (1.021, -0.054, -2.915)
H (1.219, -1.999, 0.764)
H (-2.280, -0.488, -0.437)
H (0.416, -1.416, -3.222)
H (1.133, 1.640, -1.521)
H (-1.866, 1.502, 0.709)
H (1.094, -3.497, -0.089)
H (-0.702, 1.897, -1.555)
H (-2.242, -1.333, -2.022)
H (2.725, 1.332, 2.892)
H (-1.418, 1.689, 3.336)
H (-0.355, -2.721, 0.657)

Atomic partial charges in e from the Löwdin method, atoms 1 to 5:
1. O -0.0028
2. O 0.1409
3. C -0.2726
4. C -0.0747
5. C -0.0266

---

Number 1: E_tot -70016.3208 eV. Number 2: E_tot -90859.9687 eV. Number 3: E_tot -13335.6154 eV. Number 4: E_tot -15382.9858 eV.